1.
Molecular formula: C6H12N2
Method: DFT, ωB97M-V with the def2-TZVPD basis set

Values from the calculation:
Kohn-Sham gap: 0.36528 hartree
Lowest unoccupied orbital energy: 0.94 eV
Relative energy (zero: lowest compared OMol25 entry of this formula, charge and spin): 28.0 kcal/mol
Structure (SMILES): [H]/N=C(C)/C=N\C(C)C

Geometry as ORCA input:
```
! wB97M-V def2-TZVPD RIJCOSX def2/J DEFGRID3
* xyz 0 1
H -0.958 -2.879 1.361
N -0.868 -2.379 0.475
C 0.142 -1.633 0.392
C 1.241 -1.496 1.418
C 0.524 -1.063 -0.987
N 0.234 -0.009 -1.582
C -0.608 1.101 -1.060
C 0.319 2.309 -0.909
C -1.401 0.836 0.203
H 2.239 -1.558 0.973
H 1.168 -2.239 2.210
H 1.184 -0.529 1.926
H 1.163 -1.769 -1.519
H -1.301 1.292 -1.893
H 1.086 2.103 -0.161
H -0.250 3.183 -0.597
H 0.811 2.514 -1.858
H -0.700 0.520 1.011
H -2.064 -0.023 0.081
H -1.961 1.718 0.515
*
```

---

2.
Molecular formula: C7H38O14
Method: DFT, ωB97M-V with the def2-TZVPD basis set

Values from the calculation:
Kohn-Sham gap: 0.29062 hartree
Lowest unoccupied orbital energy: -0.09 eV
Relative energy (zero: lowest compared OMol25 entry of this formula, charge and spin): 92.3 kcal/mol

Geometry as ORCA input:
```
! wB97M-V def2-TZVPD RIJCOSX def2/J DEFGRID3
* xyz 0 1
C 3.530 1.034 -1.404
C 2.557 1.279 -0.235
C 1.286 0.429 -0.320
C 0.698 0.101 0.841
C -0.679 -0.321 1.062
C -1.494 -0.993 0.225
O -1.137 -1.703 -0.879
C -2.988 -0.993 0.394
H 3.571 0.015 -1.796
H 4.546 1.288 -1.087
H 3.251 1.736 -2.192
H 3.070 1.177 0.725
H 2.183 2.307 -0.334
H 0.955 0.399 -1.341
H 1.328 0.275 1.711
H -1.128 0.015 1.996
H -0.191 -2.006 -0.784
H -3.367 -1.154 -0.621
H -3.296 -0.109 0.942
H -3.362 -1.910 0.870
H -4.878 1.956 -0.415
H -3.806 2.429 0.541
O -4.713 2.627 0.257
H -1.453 1.420 0.392
H -1.238 2.501 -0.583
O -1.869 2.260 0.130
H 1.846 -1.524 -1.784
H 1.818 -1.919 -3.298
O 1.469 -1.306 -2.646
H 0.897 -0.275 -2.766
H 0.282 0.353 -4.104
O 0.640 0.530 -3.232
H 0.489 3.303 -2.184
H 0.252 1.827 -2.221
O 0.222 2.593 -1.589
H -2.349 0.753 -2.443
H -3.159 1.704 -1.794
O -3.300 0.944 -2.391
H -0.164 -4.228 3.075
H 0.947 -3.181 3.044
O 0.095 -3.419 2.622
H -3.447 1.453 3.012
H -1.928 1.108 3.635
O -2.627 0.962 2.998
H 0.916 -2.341 0.814
H 1.204 -3.628 0.056
O 1.169 -2.671 -0.064
H 2.303 -1.387 3.899
H 3.133 -2.266 2.882
O 2.386 -2.259 3.509
H -1.163 -1.298 -2.393
H -2.654 -1.255 -2.797
O -1.762 -1.102 -3.124
H 3.258 -0.741 1.001
H 4.639 -1.542 0.989
O 3.849 -1.329 1.488
H 0.542 2.852 2.784
H -0.858 2.795 2.105
O -0.320 2.433 2.823
*
```

---

3.
Molecular formula: C19H37HgN5OS2
Method: DFT, ωB97M-V with the def2-TZVPD basis set

Values from the calculation:
Kohn-Sham gap (alpha / beta): 0.30547 / 0.21863 hartree
<S²>: 0.757
Lowest unoccupied orbital energy (alpha / beta): -1.85 / -4.89 eV
Relative energy (zero: lowest compared OMol25 entry of this formula, charge and spin): 0.0 kcal/mol

Geometry as ORCA input:
```
! wB97M-V def2-TZVPD RIJCOSX def2/J DEFGRID3
* xyz 1 2
Hg 0.047 -0.791 2.980
O -0.987 -2.803 0.937
C -0.155 -2.997 -0.184
C 0.932 -4.051 0.024
C 1.885 -3.715 1.179
C 2.751 -2.531 0.874
C 3.779 -2.617 -0.065
C 4.558 -1.503 -0.314
C 4.314 -0.339 0.402
C 3.282 -0.344 1.324
N 2.517 -1.404 1.533
H -1.376 -3.646 1.193
H 0.296 -2.023 -0.379
H -0.764 -3.284 -1.052
H 1.492 -4.149 -0.907
H 0.454 -5.011 0.227
H 2.520 -4.581 1.373
H 1.307 -3.504 2.083
H 3.969 -3.554 -0.567
H 5.356 -1.543 -1.041
H 4.910 0.547 0.255
H 3.058 0.519 1.938
C 0.324 0.136 -5.432
C -1.167 0.323 -5.175
C -1.485 0.822 -3.764
C -1.172 -0.242 -2.705
N -1.538 0.157 -1.363
C -0.801 0.891 -0.525
S -1.451 1.217 1.005
N 0.387 1.340 -0.920
C 1.292 2.171 -0.163
C 1.599 3.470 -0.910
C 0.363 4.340 -1.138
C -0.138 4.979 0.150
H 0.483 -0.179 -6.459
H 0.755 -0.623 -4.785
H 0.860 1.069 -5.281
H -1.688 -0.622 -5.345
H -1.557 1.047 -5.891
H -2.546 1.073 -3.703
H -0.921 1.735 -3.559
H -0.106 -0.489 -2.725
H -1.725 -1.152 -2.939
H -2.447 -0.114 -1.016
H 0.670 1.165 -1.875
H 2.219 1.607 -0.016
H 0.844 2.366 0.812
H 2.058 3.217 -1.870
H 2.334 4.033 -0.335
H -0.441 3.737 -1.567
H 0.612 5.122 -1.858
H -0.469 4.218 0.852
H -0.978 5.636 -0.063
H 0.648 5.570 0.617
C -4.889 -0.778 4.756
N -3.623 -1.260 5.260
C -2.528 -0.523 5.421
N -2.543 0.786 5.172
S -1.109 -1.283 5.960
H -5.563 -1.621 4.647
H -4.762 -0.310 3.778
H -5.342 -0.063 5.445
H -3.524 -2.236 5.491
H -3.365 1.264 4.840
H -1.715 1.326 5.363
*
```

---

4.
Molecular formula: C18H18N2O5
Method: DFT, ωB97M-V with the def2-TZVPD basis set

Values from the calculation:
Kohn-Sham gap: 0.32953 hartree
Lowest unoccupied orbital energy: 0.30 eV
Relative energy (zero: lowest compared OMol25 entry of this formula, charge and spin): 37.6 kcal/mol
Structure (SMILES): O=C(c1ccc2c(c1)C(=O)N(Cc1ccco1)[C@@H]2O)N1CCOCC1

Geometry as ORCA input:
```
! wB97M-V def2-TZVPD RIJCOSX def2/J DEFGRID3
* xyz 0 1
O -3.826 -2.366 0.343
C -3.175 -1.353 0.164
C -1.683 -1.400 0.035
C -1.130 -2.269 -0.902
C 0.244 -2.421 -1.027
C 1.054 -1.694 -0.179
C 0.506 -0.831 0.767
C -0.860 -0.676 0.894
C 1.609 -0.184 1.522
O 1.543 0.625 2.418
N 2.760 -0.696 0.996
C 4.074 -0.325 1.469
C 4.811 0.504 0.467
C 4.477 1.676 -0.149
C 5.546 1.976 -1.028
C 6.444 0.966 -0.880
O 6.006 0.071 0.020
C 2.560 -1.642 -0.086
O 3.204 -1.271 -1.268
N -3.756 -0.134 0.088
C -5.200 -0.048 0.242
C -5.578 1.368 0.650
O -5.207 2.329 -0.323
C -4.069 1.965 -1.076
C -3.094 1.102 -0.276
H -1.795 -2.837 -1.535
H 0.667 -3.090 -1.759
H -1.263 -0.026 1.654
H 4.659 -1.224 1.683
H 3.911 0.240 2.393
H 3.589 2.252 0.016
H 5.630 2.826 -1.674
H 7.395 0.778 -1.336
H 2.994 -2.619 0.173
H 2.873 -0.413 -1.561
H -5.699 -0.316 -0.697
H -5.506 -0.769 1.003
H -5.102 1.612 1.611
H -6.661 1.455 0.769
H -3.589 2.899 -1.379
H -4.376 1.420 -1.982
H -2.209 0.888 -0.880
H -2.780 1.654 0.619
*
```